{
  "formula": "C23H24N6O8Zr",
  "method": "wB97M-V/def2-TZVPD",
  "homo_lumo_gap_ha": 0.274,
  "e_above_lowest_ev": 0.289,
  "e_homo_ha": -0.304,
  "species": ["Zr", "O", "C", "C", "N", "C", "C", "O", "O", "C", "C", "O", "O", "H", "H", "H", "H", "H", "H", "H", "H", "H", "N", "C", "C", "C", "C", "C", "C", "C", "C", "N", "C", "H", "H", "H", "H", "H", "H", "H", "H", "C", "C", "C", "O", "C", "O", "O", "H", "H", "H", "H", "H", "H", "H", "N", "C", "C", "C", "N", "C", "N"],
  "xyz": [[0.198540, 0.431082, -0.485488], [-1.247812, -0.095586, -2.207799], [-0.937819, -0.226048, -3.600516], [0.445162, 0.364685, -3.780022], [1.292964, -0.045751, -2.651410], [2.534387, 0.748240, -2.628921], [2.285277, 2.101149, -1.974393], [2.834301, 3.105786, -2.339546], [1.440897, 2.011398, -0.967516], [1.600327, -1.484184, -2.638384], [1.820760, -1.941479, -1.195060], [2.033893, -3.096892, -0.932049], [1.691874, -0.963402, -0.332807], [-2.150014, 0.218452, -2.011546], [-0.982212, -1.288154, -3.854670], [-1.673683, 0.311511, -4.199921], [0.878381, 0.060614, -4.741829], [0.386705, 1.457198, -3.762299], [3.257828, 0.228726, -1.993616], [2.955317, 0.867261, -3.632418], [0.761086, -2.064795, -3.027086], [2.483090, -1.717181, -3.243202], [3.199793, 1.216851, 1.022436], [2.800526, 0.593673, 2.185416], [3.688674, -0.105149, 2.974682], [3.297817, -0.686533, 4.189976], [2.021579, -0.537110, 4.656057], [1.081918, 0.166274, 3.872013], [-0.223618, 0.442931, 4.342784], [-1.078940, 1.180976, 3.581964], [-0.673048, 1.533933, 2.285226], [0.513657, 1.259450, 1.780931], [1.441283, 0.663650, 2.600987], [4.191017, 1.384353, 0.939602], [2.623337, 1.981255, 0.687316], [4.719090, -0.178632, 2.655368], [4.031207, -1.225167, 4.773467], [1.720042, -0.927682, 5.616915], [-0.513716, 0.081618, 5.321234], [-2.069601, 1.454068, 3.915743], [-1.389709, 2.010683, 1.626852], [-3.472829, -2.900333, -0.806634], [-2.141634, -2.696120, -0.117280], [-1.985580, -3.569479, 1.117820], [-1.113770, -2.982330, -1.079837], [-1.930926, -1.220627, 0.251236], [-2.721560, -0.326920, -0.017138], [-0.747872, -0.973848, 0.750610], [-3.569701, -3.944172, -1.100387], [-3.545052, -2.275274, -1.695375], [-4.291514, -2.634453, -0.142267], [-2.088376, -4.617260, 0.836122], [-2.753232, -3.333951, 1.854638], [-1.009101, -3.410617, 1.576475], [-0.334035, -3.332160, -0.621098], [-1.251045, 2.165169, -0.720799], [-1.964344, 3.088035, -0.633145], [-2.812814, 4.157702, -0.536984], [-2.718944, 5.219938, -1.465224], [-2.636918, 6.066058, -2.240160], [-3.739908, 4.144539, 0.533006], [-4.461403, 4.084030, 1.427951]],
  "forces_ev_per_angstrom": [[0.324, 0.683, -0.239], [-0.086, 0.151, 0.349], [-0.053, -0.037, -0.103], [-0.029, 0.021, -0.090], [-0.008, -0.039, 0.065], [0.112, -0.009, -0.023], [-0.022, -0.036, -0.136], [0.082, -0.030, 0.094], [-0.104, 0.012, -0.170], [-0.010, -0.098, -0.079], [-0.008, 0.017, -0.023], [0.082, -0.096, 0.015], [-0.073, -0.083, 0.076], [0.207, -0.220, -0.029], [-0.012, 0.101, 0.006], [0.064, -0.024, 0.041], [-0.040, 0.030, 0.083], [-0.010, -0.067, -0.012], [-0.039, 0.055, -0.070], [-0.041, -0.004, 0.095], [0.077, 0.053, 0.055], [-0.082, -0.001, 0.027], [0.033, 0.139, 0.046], [0.166, -0.010, -0.023], [-0.053, 0.007, 0.028], [-0.072, 0.032, -0.040], [0.039, 0.032, -0.073], [-0.031, -0.009, 0.077], [0.038, 0.018, -0.055], [0.067, 0.019, -0.043], [-0.226, 0.053, 0.003], [-0.118, -0.019, -0.158], [0.076, -0.047, 0.077], [-0.100, -0.008, 0.024], [0.181, -0.156, 0.125], [0.074, -0.009, -0.015], [0.024, -0.015, 0.021], [-0.012, -0.022, 0.053], [-0.007, -0.008, 0.023], [0.008, -0.012, -0.001], [0.084, -0.067, 0.063], [0.023, -0.017, -0.006], [0.000, -0.007, 0.035], [-0.005, -0.012, -0.044], [0.099, -0.145, 0.062], [-0.064, -0.136, 0.067], [-0.154, -0.051, -0.001], [-0.204, 0.014, -0.287], [-0.004, -0.027, -0.003], [0.014, -0.001, -0.017], [-0.048, 0.025, 0.032], [0.007, -0.026, -0.005], [-0.026, 0.014, 0.021], [0.007, 0.001, 0.000], [-0.093, 0.098, -0.050], [-0.359, 0.276, 0.321], [0.390, -0.320, -0.327], [0.030, -0.125, 0.128], [0.005, -0.041, 0.053], [0.012, 0.173, -0.157], [0.007, 0.005, -0.052], [-0.137, 0.008, 0.163]]
}

{
  "formula": "C23H24N7O2SSc",
  "method": "wB97M-V/def2-TZVPD",
  "homo_lumo_gap_ha": 0.269,
  "e_above_lowest_ev": 0.815,
  "total_charge": 2,
  "e_homo_ha": -0.499,
  "species": ["Sc", "N", "C", "N", "C", "N", "N", "C", "C", "C", "C", "C", "C", "N", "C", "C", "C", "C", "C", "C", "H", "H", "H", "H", "H", "H", "H", "H", "H", "H", "H", "O", "C", "O", "C", "C", "C", "C", "C", "C", "S", "H", "H", "H", "H", "N", "C", "C", "N", "H", "H", "H", "H", "H", "H", "H", "H", "H"],
  "xyz": [[0.164720, 0.010737, -0.988929], [-4.286368, -0.178166, -0.092324], [-3.032475, -0.562451, -0.238392], [-2.138826, 0.072350, -0.965604], [-2.565798, 1.203911, -1.685571], [-1.818250, 1.779774, -2.568673], [-0.589414, 1.147454, -2.655948], [0.160401, 1.412843, -3.650906], [1.468536, 0.745101, -3.699796], [2.407192, 1.088808, -4.646552], [3.639525, 0.437259, -4.613890], [3.864075, -0.514250, -3.641867], [2.863133, -0.792333, -2.714161], [1.682888, -0.179033, -2.736774], [-3.884752, 1.768706, -1.412765], [-4.311002, 2.993095, -1.933526], [-5.585615, 3.442250, -1.663344], [-6.453996, 2.678716, -0.879137], [-6.051067, 1.467645, -0.353390], [-4.761825, 1.030150, -0.627788], [-4.897079, -0.738505, 0.484644], [-2.741243, -1.446679, 0.315192], [-0.161479, 2.103186, -4.426266], [2.182823, 1.839677, -5.390746], [4.401618, 0.677693, -5.342313], [4.802668, -1.046224, -3.583345], [2.998833, -1.528807, -1.933119], [-3.634728, 3.569497, -2.547519], [-5.919506, 4.389115, -2.062669], [-7.453619, 3.036958, -0.675887], [-6.716204, 0.874196, 0.260200], [0.289390, 0.689059, 0.965278], [1.481383, 0.995120, 0.611361], [1.609550, 1.508085, -0.537159], [2.624567, 0.338807, 1.293820], [3.633593, 1.014581, 1.957654], [4.698322, 0.303675, 2.493896], [4.758285, -1.070598, 2.316110], [3.762849, -1.739794, 1.612702], [2.666505, -1.053104, 1.093311], [1.426655, -1.992216, 0.178475], [3.585645, 2.090603, 2.061794], [5.482845, 0.821481, 3.026846], [5.600654, -1.627931, 2.703721], [3.859959, -2.803785, 1.426900], [1.227220, -2.978598, 3.336437], [0.514445, -1.979103, 4.215274], [-0.971131, -1.939814, 3.891779], [-1.269781, -1.489431, 2.541698], [2.232439, -2.979993, 3.518957], [1.110259, -2.750039, 2.319733], [0.884094, -3.928703, 3.489104], [0.987735, -1.017883, 4.014773], [0.718393, -2.268434, 5.244819], [-1.435987, -1.267261, 4.613593], [-1.425521, -2.919077, 4.061208], [-0.888830, -2.133530, 1.855350], [-0.796704, -0.604791, 2.363730]],
  "forces_ev_per_angstrom": [[-0.032, -0.667, -0.070], [0.072, -0.032, -0.023], [0.055, 0.101, 0.138], [0.124, 0.068, -0.073], [-0.200, 0.373, 0.036], [0.211, -0.300, 0.022], [-0.270, 0.293, -0.284], [0.083, -0.025, -0.074], [-0.256, 0.223, -0.014], [0.125, -0.213, 0.013], [-0.070, 0.084, -0.058], [0.002, -0.076, 0.094], [-0.047, 0.024, -0.108], [-0.025, 0.091, -0.055], [0.027, -0.216, -0.073], [-0.020, -0.003, -0.032], [-0.014, -0.020, 0.021], [-0.015, -0.015, 0.011], [0.076, 0.048, -0.061], [-0.083, -0.108, 0.143], [-0.017, 0.031, -0.001], [0.048, 0.011, -0.030], [0.042, 0.014, 0.015], [0.002, 0.010, -0.007], [0.017, -0.011, 0.005], [0.002, 0.001, -0.006], [0.046, -0.002, -0.022], [0.018, -0.003, -0.001], [0.002, 0.011, -0.006], [-0.003, 0.020, -0.010], [-0.015, -0.003, 0.004], [-0.064, 0.267, 0.354], [-0.094, -0.001, 0.015], [0.282, -0.132, 0.207], [-0.079, 0.008, -0.083], [0.049, -0.044, 0.112], [-0.047, 0.005, -0.021], [-0.005, 0.011, 0.006], [0.036, -0.038, 0.023], [-0.042, 0.005, 0.074], [0.057, 0.188, -0.062], [-0.012, 0.006, -0.009], [0.011, 0.006, 0.001], [0.010, -0.009, 0.001], [-0.013, -0.010, -0.021], [-0.027, -0.034, -0.160], [0.199, -0.122, -0.016], [-0.034, -0.007, 0.067], [0.116, 0.070, -0.089], [-0.009, 0.062, -0.031], [0.044, 0.023, 0.155], [-0.040, 0.040, 0.024], [-0.008, 0.008, 0.006], [-0.073, 0.022, 0.031], [-0.007, 0.019, -0.027], [0.022, -0.024, -0.015], [-0.034, -0.010, 0.000], [-0.123, -0.020, -0.035]]
}